Density functional theory data (wB97M-V/def2-TZVPD) for the molecule C4H7N3O2 in a non-equilibrium geometry.

Values from the calculation:
- E_tot: -12822.41182 eV
- Energy relative to the best compared isomer or geometry (same formula, charge and spin): 5.1181 eV
- M: 129.12 g/mol
- Orbital gap: 0.344 Ha
- SMILES: [H]/N=C1\N/N=C\COCO1
- Maximum force: 8.93 eV/A

Structure (XYZ):
```
16
Properties=species:S:1:pos:R:3:forces:R:3
H -0.46270 -0.01883 -3.06834 2.893 1.762 1.396
N 0.32534 0.59543 -2.49209 -3.553 -1.392 -0.585
C -0.17715 0.54989 -1.31448 -0.494 -2.340 -0.119
N -1.19759 -0.24227 -0.81053 -3.025 -0.446 -8.391
N -1.67310 -0.47484 0.33363 -1.847 -1.179 5.209
C -1.07552 -0.76840 1.40382 1.492 -0.030 1.784
C 0.46016 -0.76902 1.82130 -3.502 1.337 -0.915
O 1.36339 -0.62540 0.82200 2.453 2.150 -1.794
C 1.52128 0.68935 0.23312 -2.536 -0.540 1.450
O 0.22224 1.05493 -0.19613 2.639 3.430 1.961
H -2.03733 -0.26652 -1.45014 1.573 -0.119 0.333
H -1.71861 -0.95847 2.30742 0.431 0.078 -1.071
H 0.44889 -0.06777 2.62437 0.578 1.437 0.527
H 0.74388 -1.62312 2.30500 0.134 -2.786 1.092
H 2.01682 0.57880 -0.66894 2.123 -0.352 -1.145
H 1.76880 1.56047 0.86397 0.641 -1.011 0.269
```
Positions in Å, forces in eV/Å.